No. 1
9
Properties=species:S:1:pos:R:3 method="wB97M-V/def2-TZVPD" e_homo_ev=-9.96 lumo_energy_ev=0.17 de_lowest_kcal_mol=58.3 energy_ha=-495.6877 largest_force_ha_per_bohr=0.0627
P -0.593 -0.774 0.931
O 0.901 1.812 -1.048
C 0.493 -1.791 0.185
C 2.005 1.644 -1.216
H -1.814 2.712 -0.613
H -2.198 1.984 -0.328
H 0.775 -1.603 -0.843
H 0.947 -2.576 0.710
H -0.515 -1.408 2.222

No. 2
10
Properties=species:S:1:pos:R:3 method="wB97M-V/def2-TZVPD" e_homo_ev=-9.16 smiles="OC=S.C=P" lumo_energy_ev=0.16 de_lowest_kcal_mol=51.1 energy_ha=-893.8915 largest_force_ha_per_bohr=0.0536
S -0.440 -1.789 1.176
P 1.050 0.416 -1.172
O 0.485 0.302 2.353
C -0.549 -0.376 1.938
C -0.128 0.760 -2.308
H 0.961 -1.081 -1.336
H -1.517 -0.075 2.377
H 1.251 -0.235 2.312
H -0.317 1.785 -2.288
H -0.795 0.293 -3.051

No. 3
12
Properties=species:S:1:pos:R:3 method="wB97M-V/def2-TZVPD" e_homo_ev="-8.14 / -8.01" lumo_energy_ev="-1.46 / -1.87" de_lowest_kcal_mol=94.5 energy_ha=-1690.2408 largest_force_ha_per_bohr=0.0696
S 0.904 2.116 -0.464
S -3.639 0.285 0.177
S 2.687 -0.433 -0.712
P -1.320 -0.080 -0.040
O -1.199 -1.460 0.407
C 0.456 0.758 0.382
C 1.466 -0.232 0.604
H 1.922 -0.173 1.525
H -0.450 2.479 -0.601
H -3.734 -0.574 -0.740
H 0.955 -1.253 0.597
H 1.952 -1.434 -1.135

No. 4
12
Properties=species:S:1:pos:R:3 method="wB97M-V/def2-TZVPD" e_homo_ev="-5.48 / -9.53" spin_multiplicity=3 lumo_energy_ev="-0.20 / -2.22" de_lowest_kcal_mol=77.4 energy_ha=-1690.1881 largest_force_ha_per_bohr=0.0797
S 1.009 1.344 1.277
S -2.044 -0.380 0.751
S 0.722 -1.898 0.091
P -0.076 -1.807 -2.190
O 1.067 -1.386 -2.961
C -0.519 -0.501 -0.239
C 0.386 0.657 -0.383
H -0.174 1.612 -0.596
H 1.310 0.572 -0.911
H -2.155 -1.658 0.970
H -0.362 -2.829 0.197
H 1.806 0.232 1.495